104
Properties=species:S:1:pos:R:3 method="wB97M-V/def2-TZVPD" homo_lumo_gap_ev=7.23 mol_weight_g_mol=1205.8 total_energy_ev=-163957.9255 relative_energy_kcal_mol=79.7
Ta 0.0793 -0.0248 -0.6015
N 4.4459 -1.2989 -1.3282
C 3.2372 -1.2548 -0.7141
S 2.6909 0.2869 -0.1282
N 2.6206 -2.3804 -0.5718
N 1.4202 -2.1909 0.0462
C 0.9297 -3.2196 0.6170
C 1.5116 -4.5856 0.4773
C 1.9977 -5.2622 1.5935
C 2.6020 -6.5076 1.4532
C 2.7099 -7.0871 0.1965
C 2.2101 -6.4217 -0.9187
C 1.6210 -5.1743 -0.7799
C -0.1429 -2.9923 1.6197
C -0.9046 -4.0439 2.1159
C -1.7684 -3.8075 3.1735
C -1.8317 -2.5355 3.7159
C -1.0654 -1.5412 3.1343
N -0.2499 -1.7531 2.0968
H 5.0498 -0.5044 -1.2204
H 4.8729 -2.2093 -1.4167
H 1.9209 -4.8007 2.5738
H 2.9938 -7.0191 2.3245
H 3.1834 -8.0562 0.0852
H 2.2890 -6.8740 -1.9002
H 1.2403 -4.6442 -1.6463
H -0.8052 -5.0296 1.6800
H -2.3713 -4.6139 3.5799
H -2.4611 -2.3123 4.5693
H -1.0969 -0.5301 3.5146
C -1.8413 -0.1198 0.3145
C -2.9858 -0.0305 0.7235
C -4.3134 0.1459 1.2527
C -5.0608 -0.9358 1.7313
C -6.3176 -0.7297 2.2835
C -6.8416 0.5551 2.3664
C -6.1083 1.6353 1.8847
C -4.8532 1.4366 1.3271
H -4.6492 -1.9380 1.6715
H -6.8895 -1.5744 2.6515
H -7.8205 0.7151 2.8042
H -6.5158 2.6389 1.9437
H -4.2759 2.2733 0.9487
C -1.4849 0.3646 -2.2234
H -0.9838 0.6642 -3.1456
H -2.1882 1.1415 -1.9256
H -2.0346 -0.5605 -2.4089
C -1.5287 5.9338 -1.8098
C -1.3484 4.6841 -2.3869
C -0.8312 3.6353 -1.6303
C -0.4951 3.8146 -0.2847
C -0.6814 5.0827 0.2778
C -1.1907 6.1326 -0.4747
Si 0.2371 2.4443 0.7637
C 2.0356 2.9287 1.0358
C 2.7209 3.6731 0.0712
C 4.0771 3.9557 0.2091
C 4.7694 3.5050 1.3261
C 4.1040 2.7650 2.3005
C 2.7539 2.4743 2.1492
C -0.4836 2.6736 2.5058
C -1.6430 2.0309 2.9522
C -2.1702 2.2584 4.2214
C -1.5391 3.1448 5.0844
C -0.3896 3.8038 4.6634
C 0.1273 3.5736 3.3929
H -1.9255 6.7531 -2.3985
H -1.6079 4.5231 -3.4279
H -0.6724 2.6706 -2.1004
H -0.4244 5.2533 1.3221
H -1.3220 7.1080 -0.0202
H 2.1879 4.0232 -0.8121
H 4.5940 4.5246 -0.5575
H 5.8249 3.7294 1.4404
H 4.6428 2.4004 3.1696
H 2.2531 1.8694 2.9014
H -2.1440 1.3441 2.2891
H -3.0783 1.7463 4.5295
H -1.9415 3.3257 6.0759
H 0.1074 4.5035 5.3266
H 1.0272 4.1000 3.0898
I -2.6753 -4.6182 -4.6139
C -2.2326 -3.6474 -2.8558
C -3.0710 -3.4541 -1.7845
N -2.3578 -2.7688 -0.8730
N -1.1181 -2.4953 -1.2837
C -1.0239 -3.0232 -2.4997
H -4.0956 -3.7583 -1.6187
H -2.6630 -2.3779 0.0036
H -0.1080 -2.9204 -3.0689
Br 3.6777 3.2274 -6.6527
C 3.4609 1.5748 -5.7543
C 4.2072 0.4800 -6.1577
C 4.0254 -0.7391 -5.5145
C 3.1214 -0.8530 -4.4681
C 2.4022 0.2615 -4.0614
C 2.5582 1.4842 -4.7095
C 1.4713 0.1685 -2.9007
O 1.0798 1.2133 -2.3083
O 1.0541 -0.9629 -2.4767
H 4.9244 0.5784 -6.9641
H 4.5943 -1.6005 -5.8407
H 2.9758 -1.7918 -3.9478
H 1.9820 2.3405 -4.3848